Record 1
Molecular formula: C36H55N7O8S2SiSr
Method: DFT, the ωB97M-V functional and the def2-TZVPD basis

Cartesian coordinates (Å):
Sr 0.23548 0.40969 -2.16221
O 0.99959 -4.09922 -2.00043
C 0.01834 -4.72748 -2.64622
C 0.03506 -6.08607 -2.85506
C -1.06846 -6.72094 -3.42514
C -2.02164 -5.96609 -4.07547
C -2.01328 -4.59163 -3.94096
C -1.00734 -3.95496 -3.26967
C -1.02446 -2.46838 -3.10273
O -0.14332 -1.94428 -2.30253
N -1.95974 -1.79858 -3.75362
N -1.73478 -0.50535 -3.75301
C -2.48569 0.38688 -4.33008
C -2.17747 1.81539 -4.38447
C -2.79961 2.81053 -5.15740
C -2.42546 4.12540 -4.92680
C -1.24437 4.41859 -4.28432
C -0.53839 3.40003 -3.62623
N -1.13043 2.19564 -3.59955
H 0.75715 -3.12364 -2.09619
H 0.93376 -6.60428 -2.52787
H -1.30564 -7.77266 -3.24917
H -2.73600 -6.36152 -4.86104
H -2.78615 -4.04139 -4.45096
H -3.26331 0.06804 -4.96442
H -3.65694 2.51876 -5.83832
H -3.05591 4.88230 -5.38754
H -0.72582 5.36418 -4.48378
H 0.41653 3.48414 -3.24518
O 1.83488 1.63176 -3.87290
N 2.78504 0.78142 -3.57484
O 3.99802 0.95296 -3.89176
O 2.38831 -0.25580 -2.79715
S -1.57082 4.95460 2.03063
C -0.85795 6.55977 1.44345
C 0.31262 7.07408 1.92842
C 0.70581 8.34764 1.48460
C -0.10880 9.06237 0.66591
C -1.40688 8.60367 0.36413
C -1.75047 7.31468 0.67931
H 0.84035 6.52847 2.71029
H 1.72717 8.58848 1.62750
H 0.24176 10.01466 0.19772
H -2.15058 9.31401 -0.08073
H -2.56934 6.81637 0.27091
C 2.31554 0.32645 4.64199
C 3.55473 0.21314 3.75971
C 4.75559 -0.26924 4.55139
C 3.82494 1.60351 3.14122
O 3.37195 -0.74084 2.71250
Si 2.20986 -1.22299 1.64961
S 1.38072 0.51124 0.66336
O 3.09449 -2.27777 0.65603
C 4.49549 -2.14623 0.09056
C 4.54862 -3.30345 -0.87396
C 5.52384 -2.25613 1.24724
C 4.48584 -0.82680 -0.58117
O 0.96024 -2.07740 2.28207
C 0.48055 -3.47344 2.48499
C -0.66050 -3.63509 1.43565
C -0.18275 -3.41107 3.85464
C 1.71976 -4.37113 2.40879
H 2.52335 0.97617 5.50558
H 1.94529 -0.61548 4.99855
H 1.41741 0.76891 4.10776
H 5.03710 0.40935 5.36108
H 5.61243 -0.35236 3.87330
H 4.48599 -1.22933 4.99671
H 4.15036 2.33599 3.91320
H 2.99366 2.03098 2.56065
H 4.58550 1.53442 2.43405
H 4.67371 -4.25601 -0.35328
H 5.40114 -3.25384 -1.56671
H 3.65841 -3.20764 -1.52755
H 5.24022 -3.20345 1.70657
H 5.34280 -1.41802 1.92363
H 6.53564 -2.25533 0.87850
H 3.69462 -0.95979 -1.33998
H 5.43057 -0.63393 -1.02151
H 4.30610 -0.00656 0.10269
H -1.44647 -2.92815 1.68139
H -1.06729 -4.63132 1.36972
H -0.31160 -3.45283 0.42158
H -0.87558 -2.54615 3.93491
H 0.57819 -3.35718 4.61433
H -0.74213 -4.31752 4.04303
H 2.37641 -4.00757 1.61236
H 1.46954 -5.36162 2.08936
H 2.28164 -4.43533 3.32214
N -0.11353 3.53895 0.01090
C -0.65964 4.02398 1.01035
H 0.60102 2.74729 0.32596
C -5.19745 1.65907 0.30586
C -5.06845 0.14361 0.62014
C -6.37719 -0.49488 1.04420
C -4.66734 -0.60318 -0.69546
N -3.97157 -0.13338 1.57014
N -4.20564 0.52593 2.87174
H -6.00152 1.84545 -0.44853
H -4.20370 1.99256 -0.11490
H -5.33554 2.31417 1.19431
H -7.17001 -0.34410 0.25621
H -6.86748 -0.09806 2.00737
H -6.24066 -1.57742 1.12596
H -5.53718 -0.56571 -1.34276
H -4.36850 -1.65479 -0.50410
H -3.79115 -0.15942 -1.16489
H -3.07286 0.23756 1.29754
H -4.42527 -0.20447 3.59185
H -5.01313 1.13548 2.78629

Force components x, y, z for each atom (eV/Å):
-1.0 0.3 0.0
0.5 -0.6 0.0
-0.3 1.2 -1.3
0.0 -0.7 0.8
-0.1 -0.5 0.0
-1.2 -0.2 -1.2
-0.1 -0.4 -1.0
0.0 1.0 1.3
-0.8 -0.3 -0.1
0.1 -0.1 -0.3
-0.2 -1.7 -0.8
1.9 2.4 2.0
-0.1 1.7 -1.0
0.5 -1.8 0.7
-1.6 0.0 0.0
-1.6 -1.2 -1.8
2.7 1.0 0.9
-4.5 -0.5 -2.4
2.1 -0.2 1.4
0.1 0.3 0.5
-0.4 -0.3 0.3
0.8 -0.1 -0.6
0.6 -0.1 1.6
0.1 0.4 0.0
-1.4 -0.5 -0.8
1.0 0.6 0.9
0.4 0.2 -0.1
-0.5 -0.1 0.4
1.8 0.4 1.0
2.6 -2.0 0.5
-0.2 -0.1 1.2
-3.5 -0.6 0.7
2.2 2.4 -3.0
1.5 0.8 -0.8
-2.0 -0.2 0.8
-0.2 0.1 0.6
0.4 -1.7 -0.3
-0.7 1.6 -0.9
-0.3 1.3 -0.5
1.8 0.5 0.1
0.2 0.1 -0.4
0.7 0.7 0.4
-0.4 -0.8 0.7
0.9 -0.9 0.0
-1.6 -0.4 -0.3
-1.2 1.0 -0.3
-1.0 0.8 -0.7
0.1 0.0 0.0
-0.9 0.5 1.1
0.1 0.0 0.9
-0.2 0.5 -2.0
0.2 -0.8 0.6
0.6 0.4 0.7
-1.2 0.0 1.8
0.3 0.2 -1.0
-1.7 -0.1 -0.6
-0.6 -0.4 -0.7
0.0 -0.6 0.4
0.0 2.1 -0.5
1.2 -0.1 -0.2
-0.1 0.1 0.0
-0.6 0.1 -1.1
0.0 -0.1 -0.2
0.2 -0.8 0.3
1.2 -0.3 0.2
-0.2 0.1 -0.1
-0.1 -0.2 0.2
0.3 -0.1 -0.1
-0.3 -0.4 -0.3
-0.1 -0.4 0.5
1.7 -0.3 -1.2
-0.6 0.0 -0.1
0.1 0.3 0.2
0.3 -0.6 0.6
0.5 0.0 0.5
0.2 -0.3 0.0
0.4 -0.1 -0.2
0.6 1.0 0.3
1.0 0.2 -0.9
-0.4 0.1 0.1
-0.1 0.1 0.0
-0.2 -0.6 0.5
0.2 0.4 0.0
0.5 -0.5 -0.2
0.3 0.3 0.5
-0.3 -0.4 0.0
-0.1 0.1 0.2
-0.4 -0.9 0.0
0.1 0.2 0.6
1.6 -0.3 1.2
-0.2 -1.9 0.1
-1.6 1.0 -0.8
0.8 0.3 -0.4
1.1 -0.2 -1.1
-1.8 0.4 0.8
0.3 0.0 0.8
-1.1 0.3 1.8
0.1 -1.2 0.2
0.6 0.0 0.6
-1.1 -0.3 0.2
-0.3 -0.5 -0.4
0.9 0.0 0.6
1.0 -0.5 -1.2
0.0 0.1 0.2
0.2 -0.1 -0.5
-0.5 0.5 0.1
-0.1 0.3 -0.2
-0.1 0.1 -0.6
0.1 0.9 -1.2
0.1 -0.1 0.1

Summary:
Charge   -2
Total energy   -95418.9799 eV
Molecular weight   893.72 g/mol
E_LUMO (alpha / beta)   3.6 / 3.5 eV
ΔE to the lowest compared entry with this formula, charge and spin   83.7 kcal/mol
Orbital gap (alpha / beta)   5.573 / 2.968 eV

Atom charges from the Mulliken analysis, given in e for atoms 1 to 4: Sr 2.1800; O -0.3678; C -0.2485; C -0.6808

---

Record 2
Molecular formula: C36H56AsClHfN7O3S
Method: DFT, the ωB97M-V functional and the def2-TZVPD basis

Cartesian coordinates (Å):
Hf -0.14428 -0.24313 0.67020
N -3.61097 -0.55753 3.33734
C -2.32363 -0.29083 3.03483
S -1.26308 -1.62358 2.75549
N -1.97506 0.96550 2.95622
N -0.62607 1.14710 2.65907
C -0.12183 2.09323 3.36117
C 1.23866 2.63898 3.29024
C 1.47009 3.87987 3.87794
C 2.73254 4.44124 3.78207
C 3.72201 3.73908 3.11623
C 3.40667 2.49442 2.59004
N 2.19824 1.94920 2.67022
H -3.87161 -1.50743 3.53205
H -4.18972 0.18856 3.68629
H -0.78973 2.57226 4.07449
H 0.66768 4.39500 4.38913
H 2.93929 5.40761 4.22152
H 4.72327 4.13336 3.01638
H 4.16685 1.90567 2.08835
N 1.65578 -0.90933 2.02826
C 2.93716 -1.19974 1.36084
C 2.70320 -2.20279 0.24858
N 1.55296 -1.76530 -0.55801
H 1.78053 -0.06023 2.59059
H 1.37829 -1.65764 2.65631
H 3.67888 -1.57450 2.06917
H 3.29810 -0.25943 0.94776
H 2.47705 -3.18141 0.67595
H 3.60591 -2.31921 -0.35256
H 1.05343 -2.56565 -0.93326
H 1.87295 -1.21972 -1.35567
C -4.18272 -5.70602 0.19819
C -2.86534 -5.00386 0.38731
C -1.80650 -5.63893 1.02677
C -0.60409 -4.97455 1.20767
C 0.55037 -5.62561 1.92043
C -0.47071 -3.68250 0.71680
C -1.50878 -3.00328 0.06780
C -2.71190 -3.70274 -0.07359
N -1.31057 -1.67466 -0.37513
C -2.06129 -1.25373 -1.58476
C -1.19387 -0.18107 -2.24114
C -3.42047 -0.66281 -1.19053
C -2.22560 -2.35619 -2.64779
H -4.16577 -6.70300 0.63508
H -4.42266 -5.80615 -0.86160
H -4.99423 -5.14579 0.66549
H -1.92525 -6.65232 1.39151
H 0.26133 -6.58545 2.34479
H 0.91229 -4.99652 2.73721
H 1.38590 -5.80338 1.23967
H 0.46099 -3.17305 0.91379
H -3.56781 -3.23798 -0.53614
H -0.91532 0.62420 -1.55198
H -1.71584 0.31797 -3.05918
H -0.27663 -0.62462 -2.63389
H -3.28389 0.24676 -0.59951
H -3.99448 -1.35387 -0.57816
H -4.01439 -0.41696 -2.07348
H -1.37542 -3.04016 -2.63523
H -2.26918 -1.88988 -3.63337
H -3.13136 -2.94647 -2.53130
C -3.36720 2.80249 -2.31806
C -1.97324 3.14907 -1.81405
As -1.53161 2.56816 0.01577
C -3.21209 3.02539 0.91935
C -3.68972 4.46891 0.82229
C -0.19492 3.93876 0.48071
C -0.45521 5.41195 0.18023
H -3.46999 3.12337 -3.35575
H -4.14403 3.31036 -1.74551
H -3.57358 1.73591 -2.28403
H -1.85627 4.23227 -1.81198
H -1.19422 2.75161 -2.46009
H -3.93613 2.35659 0.44483
H -3.12659 2.69704 1.95224
H -3.07635 5.13403 1.42631
H -4.71260 4.54656 1.19428
H -3.68421 4.84404 -0.20239
H 0.68950 3.60906 -0.06526
H 0.02653 3.81438 1.53772
H -0.79253 5.58217 -0.84048
H 0.47396 5.97181 0.30100
H -1.18850 5.84889 0.85308
C 5.65347 -0.35433 -1.84628
C 4.43258 -0.72221 -2.64095
C 4.20938 -2.03507 -3.04378
C 3.09556 -2.36455 -3.80028
Cl 2.82393 -4.02128 -4.23494
C 2.20072 -1.39188 -4.21476
C 2.41324 -0.07805 -3.82384
C 3.50173 0.24513 -3.02457
O 3.68885 1.56563 -2.65302
C 3.24103 1.83938 -1.33961
C 1.73008 1.62560 -1.19658
O 0.94948 2.11278 -1.98417
O 1.39023 0.90685 -0.15726
H 6.37512 -1.16921 -1.85383
H 5.41272 -0.13410 -0.80295
H 6.12609 0.53579 -2.26060
H 4.91523 -2.81022 -2.77285
H 1.35632 -1.65907 -4.83521
H 1.74167 0.71319 -4.12549
H 3.46452 2.88945 -1.14670
H 3.76672 1.22237 -0.60547

Force components x, y, z for each atom (eV/Å):
0.4 -1.0 0.0
0.0 0.0 0.0
0.0 0.0 0.0
0.1 0.1 -0.1
-0.1 0.0 0.0
0.3 0.2 0.0
-0.1 -0.1 0.0
0.1 0.0 0.0
0.0 0.0 0.0
0.0 0.0 0.0
0.0 0.0 0.0
0.0 0.0 0.0
0.0 -0.2 0.0
0.0 0.0 0.0
0.0 0.0 0.0
0.0 0.0 0.0
0.0 0.0 0.0
0.0 0.0 0.0
0.0 0.0 0.0
0.0 0.0 0.0
0.0 0.3 0.0
0.0 0.0 -0.1
0.0 0.0 0.0
-0.2 0.2 0.1
0.0 0.0 0.0
0.0 0.0 0.0
0.0 0.0 0.0
0.0 0.0 0.0
0.0 0.0 0.0
0.0 0.0 0.0
0.0 0.0 0.0
0.0 0.0 0.0
0.0 0.0 0.0
0.0 0.0 0.0
0.0 0.0 0.0
0.0 0.0 0.0
0.0 0.0 0.0
-0.1 0.0 0.0
0.0 -0.1 0.0
0.0 0.0 0.0
-0.2 0.3 0.2
0.1 0.1 -0.2
0.0 -0.1 0.0
0.0 0.0 -0.1
0.0 0.0 0.0
0.0 0.0 0.0
0.0 0.0 0.0
0.0 0.0 0.0
0.0 0.0 0.0
0.0 0.0 0.0
0.0 0.0 0.0
0.0 0.0 0.0
0.0 0.0 0.0
0.0 0.0 0.0
0.0 0.0 0.0
0.0 0.0 0.0
0.0 0.0 0.0
0.0 0.0 0.0
0.0 0.0 0.0
0.0 0.0 0.0
0.0 0.0 0.0
0.0 0.0 0.0
0.0 0.0 0.0
0.0 0.0 0.0
0.0 0.0 0.0
-0.1 0.0 -0.1
0.0 0.0 0.0
0.0 0.0 0.0
0.0 0.0 0.0
0.0 0.0 0.0
0.0 0.0 0.0
0.0 0.0 0.0
0.0 0.0 0.0
0.0 0.0 0.0
0.0 0.0 0.0
0.0 0.0 0.0
0.0 0.0 0.0
0.0 0.0 0.0
0.0 0.0 0.0
0.0 0.0 0.0
0.0 0.0 0.1
0.0 0.0 0.0
0.0 0.0 0.0
0.0 0.0 0.0
0.0 0.0 0.0
0.0 0.0 0.0
0.0 0.0 0.0
0.0 0.0 0.0
0.0 0.0 0.0
0.0 0.0 0.0
0.0 0.0 0.0
0.0 0.0 0.1
0.0 0.0 0.0
0.0 0.0 0.0
0.0 -0.1 0.0
0.1 0.1 0.0
0.1 -0.1 0.0
-0.4 0.2 0.1
0.0 0.0 0.0
0.0 0.0 0.0
0.0 0.0 0.0
0.0 0.0 0.0
0.0 0.0 0.0
0.0 0.0 0.0
0.0 0.0 0.0
0.0 0.0 0.0

Summary:
Charge   +1
Total energy   -140316.4095 eV
Molecular weight   955.82 g/mol
E_LUMO   -3.1 eV
ΔE to the lowest compared entry with this formula, charge and spin   36.4 kcal/mol
Orbital gap   6.821 eV

Atom charges from the Mulliken analysis, given in e for atoms 1 to 4: Hf 0.2328; N -0.3869; C 0.4350; S -0.4824